2 unconnected molecules or ions with the total composition C21H21BClF2INO7 at a distorted geometry, computed with ωB97M-V/def2-TZVPD.

Results
Frontier orbital gap (eV): 7.7292
Spin multiplicity: 1
Electronic energy (Eh): -2377.01702
Net charge: -1
HOMO energy (eV): -6.548

Geometry as XYZ:
```
55
Properties=species:S:1:pos:R:3:mulliken_charge:R:1
C 3.220 -1.186 0.898 -0.1020
C 3.300 -0.321 0.054 -0.4378
C 3.442 0.570 -1.128 -0.4536
C 3.072 2.037 -0.816 -1.0272
C 1.590 2.328 -0.393 -0.7980
C 0.518 1.481 -1.056 1.3873
C 0.543 1.162 -2.411 1.0081
O 1.559 1.657 -3.181 -0.5272
C -0.403 0.364 -3.048 -0.7944
C -1.459 -0.130 -2.331 -0.6780
C -1.511 0.214 -0.966 0.6346
C -0.583 0.988 -0.301 0.7948
C -0.841 1.269 1.177 -1.0427
I 0.548 0.350 2.529 0.1394
C -1.031 2.797 1.423 -0.4493
C -2.117 3.324 0.436 -0.9905
C -2.790 -0.434 -0.481 -0.9075
O -3.260 -0.579 0.614 -0.5546
N -3.510 -0.946 -1.625 0.2286
C -4.738 -0.227 -2.052 -0.1332
Cl -5.016 1.331 -1.195 -0.1706
C -5.966 -1.173 -1.971 -0.5240
C -6.553 -1.245 -0.537 -1.0805
C -2.633 -0.999 -2.747 -0.2783
O -2.755 -1.596 -3.778 -0.5701
H 3.199 -2.034 1.556 0.4432
H 2.940 0.140 -2.000 0.2238
H 4.520 0.569 -1.370 0.4251
H 3.699 2.329 0.043 0.5415
H 3.355 2.700 -1.644 0.3295
H 1.385 3.374 -0.698 0.3153
H 1.541 2.328 0.699 0.1057
H 1.416 1.392 -4.096 0.3062
H -0.321 0.123 -4.112 0.3356
H -1.821 0.834 1.407 0.6145
H -1.428 2.982 2.430 0.5451
H -0.115 3.371 1.253 0.1976
H -3.033 2.716 0.482 0.1231
H -1.753 3.351 -0.602 0.2630
H -2.395 4.355 0.712 0.4515
H -4.614 0.025 -3.114 0.5053
H -5.613 -2.170 -2.266 0.3134
H -6.735 -0.869 -2.699 0.3439
H -7.290 -2.058 -0.488 0.3844
H -5.741 -1.464 0.170 0.2425
H -7.010 -0.279 -0.290 0.3062
B 6.443 -4.642 4.698 0.5302
O 7.142 -3.641 3.844 -0.4216
C 6.270 -2.710 3.501 0.6166
O 6.512 -1.754 2.812 -0.6101
C 4.926 -3.045 4.116 0.6741
O 3.914 -2.400 4.000 -0.6452
O 5.036 -4.163 4.805 -0.4206
F 7.034 -4.695 5.965 -0.3561
F 6.480 -5.904 4.094 -0.3570
```